(1)
Here is C2HN5O as an isolated structure at a distorted geometry from the Open Molecules 2025 dataset. Energies are from ωB97M-V/def2-TZVPD.

Geometry as XYZ:
```
9
Properties=species:S:1:pos:R:3:mulliken_spin:R:1
C 0.664 0.268 -0.120 1.204
C -2.201 -0.505 0.481 0.021
N 1.415 -0.157 -1.073 0.011
N 2.540 0.018 -0.408 0.364
N 2.288 0.645 0.738 0.333
N 1.032 0.973 0.911 0.010
N -1.733 -0.147 -0.557 0.046
O -2.560 -0.737 1.550 0.024
H -1.445 -0.357 -1.521 -0.012
```

The total energy is -11580.138 eV. The calculation puts the maximum force at 8.6 eV Å⁻¹. The relative energy (zero: lowest compared OMol25 entry of this formula, charge and spin) comes out at 22.6 kcal/mol. Its net charge is 0. The HOMO energy (spin up / spin down) is -9.599 / -11.609 eV. Its expectation value of S² is 2.012. As for the gap between HOMO and LUMO (spin up / spin down): 10.1 / 7.4 eV. As for the spin multiplicity: 3.

(2)
Here is a 2-piece molecular cluster, C6H12N2 overall at a distorted geometry from the Open Molecules 2025 dataset. Energies are from ωB97M-V/def2-TZVPD.

Geometry as XYZ:
```
20
Properties=species:S:1:pos:R:3:nbo_charge:R:1
C 1.576 -1.249 -1.885 -0.608
C 1.063 -2.399 -0.944 -0.615
H 2.339 -0.689 -1.353 0.207
H 1.894 -1.553 -2.871 0.200
H 0.693 -0.631 -2.125 0.201
H 0.590 -1.928 -0.087 0.215
H 1.820 -3.108 -0.516 0.199
H 0.443 -3.094 -1.494 0.199
C -1.907 -0.376 0.793 -0.653
C -1.075 0.849 0.901 0.094
C -1.358 2.166 0.637 -0.114
C 0.736 1.952 1.398 0.179
N 0.203 0.781 1.505 -0.469
N -0.130 2.837 0.815 -0.536
H -1.906 -0.972 -0.111 0.226
H -2.948 -0.202 1.067 0.218
H -2.299 2.612 0.393 0.220
H 1.737 2.323 1.522 0.191
H 0.110 3.812 0.835 0.411
H -1.583 -1.128 1.520 0.234
```

The total energy is -9396.206 eV. The SMILES is Cc1c[nH]cn1.CC. The calculation puts the maximum force at 1.8 eV Å⁻¹. The relative energy (zero: lowest compared OMol25 entry of this formula, charge and spin) comes out at 14.8 kcal/mol. Its net charge is 0. The HOMO energy is -8.727 eV. As for the gap between HOMO and LUMO: 9.6 eV.

(3)
Here is a 2-piece molecular cluster, C3H9N3 overall at a distorted geometry from the Open Molecules 2025 dataset. Energies are from ωB97M-V/def2-TZVPD.

Geometry as XYZ:
```
15
Properties=species:S:1:pos:R:3:nbo_charge:R:1
C 2.015 -0.460 -0.818 -0.525
C 2.146 0.309 0.347 0.008
N 0.953 0.704 1.082 -0.867
H 0.985 -0.656 -1.165 0.188
H 2.948 -0.670 -1.303 0.209
H 3.127 0.278 0.844 0.194
H 0.143 0.089 0.762 0.394
H 1.128 0.602 2.076 0.372
N -1.888 0.944 -0.703 -0.903
C -1.663 -0.462 -0.533 0.272
N -1.486 -1.018 0.643 -0.702
H -2.591 1.205 -1.396 0.417
H -1.254 1.469 -0.012 0.443
H -1.419 -1.038 -1.441 0.152
H -1.105 -2.017 0.501 0.350
```

The total energy is -7725.104 eV. The SMILES is [H]/N=C/N.C=CN. The calculation puts the maximum force at 4.1 eV Å⁻¹. The relative energy (zero: lowest compared OMol25 entry of this formula, charge and spin) comes out at 57.0 kcal/mol. Its net charge is 0. The HOMO energy is -8.241 eV. As for the gap between HOMO and LUMO: 9.3 eV.

(4)
Here is a 2-piece molecular cluster, C6H14ClNO overall at a distorted geometry from the Open Molecules 2025 dataset. Energies are from ωB97M-V/def2-TZVPD.

Geometry as XYZ:
```
23
Properties=species:S:1:pos:R:3:mulliken_spin:R:1
C -1.228 -0.667 0.060 0.123
C -0.388 1.549 1.067 0.016
C -1.870 1.661 -1.008 0.101
C 0.452 0.806 -1.072 0.578
C 1.190 -1.685 1.133 0.734
C -0.826 0.731 -0.239 -0.015
N 1.783 -2.250 -0.123 0.228
O 0.803 -0.125 -1.732 0.174
Cl 2.325 -0.368 1.521 0.126
H -0.438 -1.181 0.548 0.015
H -1.304 -1.117 -0.931 -0.004
H -2.136 -0.887 0.580 0.002
H 0.448 2.389 0.762 -0.007
H 0.071 0.852 1.810 -0.014
H -1.122 2.261 1.482 -0.001
H -2.613 2.069 -0.383 -0.001
H -1.144 2.410 -1.378 -0.001
H -2.211 1.141 -1.879 -0.019
H 0.893 1.759 -1.090 0.059
H 1.438 -2.376 1.903 0.027
H 2.811 -2.371 -0.001 -0.010
H 1.615 -1.404 -0.650 -0.003
H 1.451 -3.195 -0.379 -0.106
```

The total energy is -22501.038 eV. The calculation puts the maximum force at 8.1 eV Å⁻¹. The relative energy (zero: lowest compared OMol25 entry of this formula, charge and spin) comes out at 39.2 kcal/mol. Its net charge is 0. The HOMO energy (spin up / spin down) is -3.135 / -7.633 eV. Its expectation value of S² is 2.008. As for the gap between HOMO and LUMO (spin up / spin down): 3.1 / 5.3 eV. As for the spin multiplicity: 3.